Below is C18H30BF2GeN2RbSSeSiTe as an isolated structure in a non-equilibrium geometry, with properties calculated with the ωB97M-V functional and the def2-TZVPD basis.

Geometry (Å):
Rb (-0.2131, 0.3284, -0.2860)
C (5.1075, 2.7884, 1.1211)
Ge (5.7397, 1.6048, -0.3244)
C (4.8586, 2.1396, -1.9968)
C (7.6805, 1.9938, -0.5371)
C (5.7074, -0.3256, 0.0628)
Se (4.0026, -1.3059, 0.1793)
C (3.4291, -0.4721, 1.8346)
H (5.5518, 3.7737, 0.9669)
H (5.4050, 2.4288, 2.1074)
H (4.0231, 2.9033, 1.0974)
H (5.1192, 3.1799, -2.2005)
H (3.7734, 2.0712, -1.9148)
H (5.1838, 1.5286, -2.8397)
H (7.8547, 3.0512, -0.7440)
H (8.0985, 1.4072, -1.3574)
H (8.2213, 1.7280, 0.3737)
H (6.2464, -0.5132, 0.9964)
H (6.2557, -0.8433, -0.7274)
H (3.3960, 0.6085, 1.7031)
H (4.1197, -0.7456, 2.6331)
H (2.4380, -0.8464, 2.0675)
F (1.2016, 4.1733, -1.7051)
B (1.2327, 3.2216, -0.7023)
F (1.8173, 3.8654, 0.3843)
Te (2.6725, -3.8860, 0.1594)
C (1.2913, -5.5300, 0.0747)
C (0.6512, -6.0713, -1.0057)
C (-0.1174, -7.2346, -0.7241)
C (-0.0625, -7.5938, 0.5865)
S (0.9304, -6.4913, 1.4692)
H (0.7433, -5.6333, -1.9911)
H (-0.6908, -7.7747, -1.4672)
H (-0.5544, -8.4166, 1.0825)
N (-0.0981, -0.3175, 8.5857)
C (-0.0210, -0.2571, 7.4409)
C (0.0632, -0.1811, 6.0254)
C (0.3904, -1.3001, 5.2543)
C (0.4431, -1.1717, 3.8813)
N (0.2030, -0.0339, 3.2277)
C (-0.1028, 1.0303, 3.9695)
C (-0.1834, 1.0160, 5.3469)
H (0.5991, -2.2482, 5.7299)
H (0.6961, -2.0286, 3.2643)
H (-0.2884, 1.9488, 3.4240)
H (-0.4301, 1.9161, 5.8924)
C (-4.3592, -1.3730, 0.4486)
Si (-3.7959, 0.2158, -0.5079)
C (-5.0712, 0.1656, -1.9738)
C (-4.6587, 1.5812, 0.5709)
H (-5.4471, -1.3956, 0.6136)
H (-3.8751, -1.4359, 1.4287)
H (-4.0908, -2.2789, -0.1027)
H (-6.1046, 0.0968, -1.6033)
H (-4.8936, -0.6975, -2.6230)
H (-5.0018, 1.0646, -2.5939)
H (-5.7353, 1.3896, 0.6927)
H (-4.5494, 2.5703, 0.1161)
H (-4.2138, 1.6300, 1.5704)

Values from the calculation:
- charge = -2
- gap between HOMO and LUMO (Eh) = 0.153
- multiplicity = 1
- electronic energy (a.u.) = -6496.13470